Version a
A structure of composition CH11NO4, computed with the ωB97M-V functional and the def2-TZVPD basis.

Each line ends with the natural charge from an NBO analysis.
Positions of all 17 atoms, in Å:
C -2.438 0.311 0.893  0.06
N -1.394 -0.400 0.475  -0.74
H -3.074 -0.116 1.677  0.17
H -2.736 1.249 0.419  0.18
H -2.313 -0.499 -0.199  0.42
H 0.486 -2.219 1.388  0.47
H 1.483 -1.143 0.868  0.48
O 1.420 -2.043 1.241  -0.95
H 0.828 1.768 1.480  0.47
H 0.185 0.619 0.863  0.47
O 0.893 1.259 0.653  -0.94
H -0.727 -0.296 -2.651  0.47
H -0.817 -0.185 -0.929  0.47
O -0.405 0.093 -1.823  -1.02
H 2.289 0.695 -0.930  0.49
H 3.358 0.736 -2.036  0.46
O 2.961 0.170 -1.387  -0.95

Highest occupied orbital energy (eV): -9.93
E_LUMO (eV): -1.29
Frontier orbital gap (eV): 8.64
Net charge: 0


Version b
A cluster of 4 separate species, CH11NO4 in total, computed with the ωB97M-V functional and the def2-TZVPD basis.

Each line ends with the natural charge from an NBO analysis.
Positions of all 17 atoms, in Å:
N -1.039 0.056 1.929  -0.84
C 0.187 -0.626 1.685  0.08
O 0.213 -1.216 0.361  -0.80
H -1.823 -0.566 2.024  0.36
H -1.180 0.670 1.147  0.36
H 0.441 -1.408 2.402  0.17
H 1.058 0.032 1.770  0.15
H 0.900 -0.767 -0.145  0.51
O 2.226 0.340 -0.872  -0.96
H 2.989 0.565 -0.331  0.47
H 1.691 1.113 -0.907  0.50
O -1.500 -0.730 -1.788  -0.97
H -1.138 -0.989 -2.611  0.48
H -1.250 -1.400 -1.117  0.51
O -0.227 1.642 -1.336  -0.99
H -0.950 1.019 -1.517  0.51
H -0.596 2.266 -0.693  0.47

Highest occupied orbital energy (eV): -9.57
E_LUMO (eV): 0.66
Structure (SMILES): NCO.O.O.O
Frontier orbital gap (eV): 10.23
Net charge: 0


Relative energies, unit hartree: version a 0.1729; version b 0.0000


Version a
A cluster of 2 separate species, C4H14NO2 in total, computed with the ωB97M-V functional and the def2-TZVPD basis.

Each line ends with the natural charge from an NBO analysis.
Positions of all 21 atoms, in Å:
O 1.873 1.008 -0.355  -0.74
C 0.777 0.742 -1.191  -0.08
C -0.067 -0.492 -0.782  -0.06
N -0.932 -0.148 0.435  -0.54
C -1.395 -1.372 1.125  -0.44
C -0.875 -0.940 -1.968  -0.66
H 2.657 1.120 -0.874  0.50
H 1.163 0.541 -2.193  0.20
H 0.096 1.618 -1.244  0.18
H 0.582 -1.284 -0.404  0.22
H -0.396 0.483 1.095  0.48
H -1.751 0.334 0.065  0.42
H -1.549 -1.234 2.193  0.25
H -0.669 -2.173 1.035  0.23
H -2.333 -1.706 0.698  0.23
H -0.415 -1.311 -2.882  0.27
H -1.452 -1.810 -1.609  0.23
H -1.640 -0.234 -2.300  0.23
H 1.488 0.711 1.877  0.51
H 0.727 1.975 2.346  0.51
O 0.665 0.996 2.282  -0.95

Highest occupied orbital energy (eV): -14.81
E_LUMO (eV): -2.78
Frontier orbital gap (eV): 12.02
Net charge: +1


Version b
A cluster of 3 separate species, C4H14NO2 in total, computed with the ωB97M-V functional and the def2-TZVPD basis.

Each line ends with the natural charge from an NBO analysis.
Positions of all 21 atoms, in Å:
C 0.787 -1.177 -0.673  -0.21
C -0.555 -1.918 -0.627  -0.45
C -1.304 -1.910 -1.970  -0.21
C -0.756 -2.473 -3.041  -0.36
N 0.593 0.326 -0.456  -0.71
H 1.324 -1.306 -1.606  0.24
H 1.269 -1.542 0.223  0.23
H -1.001 -1.205 0.079  0.20
H -0.557 -2.896 -0.138  0.26
H -2.260 -1.408 -1.935  0.22
H -0.940 -2.262 -4.084  0.23
H 0.146 -3.061 -2.866  0.19
H -0.015 0.676 0.306  0.47
H 0.310 1.020 -1.159  0.45
H 1.487 0.701 -0.119  0.44
H 0.984 3.340 4.164  0.48
H 0.810 1.978 4.715  0.49
O 0.458 2.547 4.026  -0.96
H -0.384 3.495 1.098  0.49
H 0.489 2.758 1.965  0.51
O 0.223 2.730 1.021  -1.00

Highest occupied orbital energy (eV): -13.29
E_LUMO (eV): -3.11
Frontier orbital gap (eV): 10.18
Net charge: +1


Relative energies, unit hartree: version a 0.0000; version b 0.0429


Version a
A cluster of 3 separate species, C4H14NO2 in total, computed with the ωB97M-V functional and the def2-TZVPD basis.

Each line ends with the natural charge from an NBO analysis.
Positions of all 21 atoms, in Å:
C -2.451 1.892 -0.515  -0.65
C -1.603 0.618 -0.680  -0.47
C -0.297 0.678 0.119  0.15
C 0.368 1.838 0.306  -0.33
N 0.530 -0.608 -0.067  -0.70
H -3.162 1.692 0.324  0.23
H -2.167 2.830 -0.214  0.23
H -3.114 2.175 -1.283  0.24
H -2.139 -0.348 -0.352  0.22
H -1.593 0.159 -1.708  0.24
H -0.218 2.746 0.110  0.24
H 1.295 1.855 0.716  0.21
H 1.511 -0.437 -0.274  0.46
H 0.193 -1.204 -0.802  0.43
H 0.570 -1.112 0.792  0.46
H 1.157 -0.947 3.417  0.51
H 0.628 -2.351 2.883  0.50
O 0.950 -1.466 2.618  -0.99
H 1.303 -2.484 -2.054  0.47
H 2.801 -2.219 -2.299  0.52
O 1.940 -1.816 -1.889  -0.98

Highest occupied orbital energy (eV): -13.82
E_LUMO (eV): -3.24
Frontier orbital gap (eV): 10.59
Net charge: +1


Version b
A cluster of 2 separate species, C4H14NO2 in total, computed with the ωB97M-V functional and the def2-TZVPD basis.

Each line ends with the natural charge from an NBO analysis.
Positions of all 21 atoms, in Å:
C -0.678 -0.357 1.355  -0.09
O -0.639 -1.769 1.091  -0.75
C -0.007 0.385 0.228  -0.07
C 1.507 0.384 0.123  -0.43
C 2.231 -1.039 0.108  -0.63
N -0.605 -0.140 -1.057  -0.69
H -1.738 -0.101 1.372  0.19
H -0.222 -0.145 2.313  0.22
H -0.276 -2.241 1.854  0.50
H -0.303 1.434 0.222  0.24
H 1.803 0.741 -0.862  0.21
H 1.984 0.969 0.889  0.24
H 1.593 -1.871 0.358  0.22
H 2.675 -1.209 -0.865  0.22
H 3.015 -0.967 0.850  0.23
H -0.579 -1.161 -1.020  0.45
H -0.223 0.253 -1.920  0.44
H -1.594 0.121 -1.004  0.46
H -2.478 2.456 -2.121  0.50
H -3.125 2.159 -0.678  0.50
O -2.342 2.097 -1.235  -0.99

Highest occupied orbital energy (eV): -14.67
E_LUMO (eV): -3.16
Frontier orbital gap (eV): 11.51
Net charge: +1


Relative energies, unit hartree: version a 0.0639; version b 0.0000


Version a
A cluster of 2 separate species, C4H14NO2 in total, computed with the ωB97M-V functional and the def2-TZVPD basis.

Each line ends with the natural charge from an NBO analysis.
Positions of all 21 atoms, in Å:
O 0.806 -0.286 2.130  -0.76
C -0.613 0.187 1.730  -0.08
C -1.012 -0.301 0.236  -0.05
N 0.214 -0.073 -0.617  -0.54
C 0.094 -0.676 -1.977  -0.44
C -2.277 0.273 -0.255  -0.66
H 1.052 0.091 2.968  0.50
H -1.248 -0.234 2.543  0.22
H -0.754 1.275 1.737  0.18
H -0.940 -1.320 0.359  0.22
H 1.070 -0.375 -0.128  0.49
H 0.484 0.985 -0.921  0.45
H -0.506 -1.603 -1.768  0.23
H -0.343 -0.054 -2.809  0.25
H 1.087 -1.078 -2.225  0.24
H -3.094 -0.295 0.286  0.26
H -2.521 0.211 -1.276  0.24
H -2.375 1.279 -0.012  0.23
H 3.778 0.909 0.769  0.50
H 3.874 0.456 -0.739  0.49
O 3.223 0.632 -0.030  -0.98

Highest occupied orbital energy (eV): -14.66
E_LUMO (eV): -2.94
Frontier orbital gap (eV): 11.72
Net charge: +1


Version b
A cluster of 2 separate species, C4H14NO2 in total, computed with the ωB97M-V functional and the def2-TZVPD basis.

Each line ends with the natural charge from an NBO analysis.
Positions of all 21 atoms, in Å:
C -0.367 -0.852 0.993  -0.66
C 0.156 0.219 0.080  -0.05
C -0.300 0.180 -1.390  0.08
C -0.422 -1.213 -1.963  -0.67
O 0.580 1.028 -2.111  -0.73
N 1.671 0.085 0.057  -0.69
H -1.453 -0.812 1.133  0.26
H -0.259 -1.876 0.605  0.23
H 0.066 -0.759 1.979  0.24
H -0.027 1.220 0.476  0.25
H -1.314 0.584 -1.354  0.20
H -1.235 -1.731 -1.451  0.24
H -0.827 -1.160 -2.965  0.24
H 0.458 -1.859 -1.982  0.21
H 0.639 0.717 -3.022  0.50
H 1.982 0.543 -0.813  0.47
H 2.105 0.543 0.854  0.44
H 1.927 -0.914 0.071  0.44
H -1.600 1.481 3.912  0.48
H -0.748 2.698 3.657  0.48
O -1.032 1.878 3.236  -0.96

Highest occupied orbital energy (eV): -14.73
E_LUMO (eV): -3.14
Frontier orbital gap (eV): 11.58
Net charge: +1


Relative energies, unit hartree: version a 0.0535; version b 0.0000